42
Properties=species:S:1:pos:R:3:forces:R:3 method="wB97M-V/def2-TZVPD" smiles="Cc1ccc(OCC(=O)c2cc(C)n(CC(F)(F)F)c2C)c([N+](=O)[O-])n1" max_force_ev_per_a=1.5 e_tot_ev=-37661.838 e_homo_ev=-8.4 lumo_ev=-0.432 mol_weight_g_mol=371.31 gap_ev=7.987
C -1.640 -3.978 -1.098 -0.04 -0.07 0.01
C -2.075 -2.691 -0.477 -0.12 0.04 0.23
N -1.833 -1.584 -1.137 -0.01 0.27 -0.10
C -2.185 -0.400 -0.654 -0.37 -1.07 0.91
C -2.739 -0.227 0.623 -0.01 -0.59 -0.49
C -3.058 -1.430 1.294 0.10 0.28 -0.30
C -2.747 -2.649 0.754 0.09 0.24 -0.12
H -2.999 -3.562 1.269 -0.02 -0.10 0.09
H -3.535 -1.342 2.258 -0.02 0.03 0.12
O -2.962 0.867 1.361 -0.09 -0.15 0.09
C -2.556 2.179 1.037 -0.18 1.04 -0.20
H -2.871 2.777 1.897 0.11 -0.08 -0.12
H -3.088 2.551 0.149 0.15 -0.09 0.40
C -1.069 2.462 0.779 -0.13 -0.18 0.09
O -0.761 3.596 0.480 -0.23 0.07 0.03
C -0.134 1.349 0.811 0.72 -0.05 -0.13
C 0.910 1.197 -0.090 -0.43 0.34 0.10
N 1.468 -0.028 0.129 -0.01 0.19 0.04
C 0.839 -0.645 1.191 -0.40 -0.15 0.43
C -0.151 0.182 1.628 0.39 -0.10 0.00
H -0.786 0.008 2.473 -0.14 -0.14 0.14
C 1.206 -2.004 1.669 0.11 0.08 -0.04
H 0.556 -2.273 2.496 -0.05 -0.05 0.03
H 2.237 -2.046 2.013 0.04 -0.10 0.03
H 1.073 -2.743 0.877 0.01 -0.13 0.00
C 2.514 -0.601 -0.662 0.47 -0.04 -0.10
H 2.415 -1.690 -0.689 0.02 0.18 -0.06
H 2.464 -0.211 -1.683 0.02 -0.13 0.16
C 3.914 -0.290 -0.120 0.06 -0.10 -0.08
F 4.110 -0.770 1.114 -0.18 -0.11 0.22
F 4.178 1.018 -0.069 -0.17 0.26 -0.03
F 4.852 -0.847 -0.901 -0.07 -0.15 -0.25
C 1.327 2.095 -1.192 0.03 0.03 -0.15
H 2.391 2.316 -1.142 0.06 0.04 -0.02
H 1.098 1.643 -2.159 0.07 0.03 -0.05
H 0.779 3.029 -1.109 0.03 -0.02 -0.05
N -1.964 0.650 -1.619 0.33 0.47 -0.51
O -1.012 0.544 -2.357 -0.02 0.12 -0.14
O -2.782 1.549 -1.660 -0.21 0.14 -0.10
H -2.509 -4.582 -1.353 -0.02 -0.12 -0.05
H -1.075 -3.773 -2.001 0.04 -0.03 -0.04
H -1.029 -4.549 -0.402 0.07 -0.11 0.01

40
Properties=species:S:1:pos:R:3:forces:R:3 method="wB97M-V/def2-TZVPD" smiles="O=S(=O)(NCCOc1ccc(F)cc1)c1ccc2c(c1)OCCO2" max_force_ev_per_a=0.9 e_tot_ev=-42130.663 e_homo_ev=-8.4 lumo_ev=0.610 mol_weight_g_mol=353.37 gap_ev=8.977
O -2.054 -0.061 1.525 -0.05 0.35 -0.09
S -0.746 -0.259 0.975 0.44 0.17 -0.63
O -0.093 -1.522 1.183 0.28 0.19 -0.05
N -0.822 0.044 -0.679 0.22 -0.16 0.87
H -0.207 -0.572 -1.190 0.23 -0.12 0.04
C -2.139 0.173 -1.260 -0.63 -0.30 -0.07
H -2.047 0.681 -2.225 -0.04 0.00 0.11
C -2.891 -1.154 -1.456 -0.05 0.48 0.21
H -3.955 -0.937 -1.586 0.11 -0.04 0.09
O -2.521 -1.818 -2.646 0.03 -0.06 -0.20
C -1.454 -2.666 -2.694 0.20 -0.22 -0.20
C -1.153 -3.146 -3.973 -0.10 0.14 0.24
C -0.108 -4.023 -4.172 0.15 -0.09 0.17
C 0.642 -4.425 -3.080 -0.06 0.08 0.13
C 0.362 -3.970 -1.808 0.20 -0.21 -0.31
C -0.690 -3.090 -1.611 -0.34 0.23 -0.03
H -0.882 -2.753 -0.604 -0.05 0.01 0.03
H 0.957 -4.297 -0.970 0.09 -0.06 0.07
F 1.674 -5.279 -3.268 -0.05 0.04 0.01
H 0.129 -4.395 -5.156 0.04 -0.05 -0.09
H -1.761 -2.813 -4.798 -0.07 0.04 -0.10
H -2.769 -1.783 -0.570 -0.08 -0.04 -0.08
H -2.710 0.796 -0.572 -0.15 0.05 -0.22
C 0.339 1.053 1.496 -0.32 -0.42 0.02
C -0.205 2.294 1.749 0.08 0.30 0.16
C 0.626 3.344 2.116 0.12 -0.18 -0.14
C 2.004 3.116 2.250 -0.14 -0.09 0.03
C 2.531 1.859 1.967 -0.16 0.23 0.00
C 1.699 0.826 1.582 0.09 -0.11 0.05
H 2.081 -0.160 1.373 0.14 -0.11 0.00
H 3.595 1.719 2.068 0.13 -0.04 0.02
O 2.861 4.095 2.661 0.06 -0.31 -0.22
C 2.213 5.216 3.228 -0.46 0.36 0.04
C 1.018 5.621 2.369 0.52 0.18 0.11
H 0.503 6.488 2.787 0.10 -0.05 -0.04
O 0.071 4.574 2.330 -0.19 -0.30 0.06
H 1.363 5.851 1.352 -0.07 0.00 0.09
H 2.959 6.010 3.277 -0.11 -0.03 0.02
H 1.866 4.971 4.241 0.07 0.03 -0.08
H -1.268 2.448 1.674 -0.18 0.13 0.00

37
Properties=species:S:1:pos:R:3:forces:R:3 method="wB97M-V/def2-TZVPD" smiles="O=C1[C@@H]2[C@H](C(=O)N1CNc1ccc(O)cc1)[C@H]1C=C[C@@H]2C1" max_force_ev_per_a=5.3 e_tot_ev=-25972.070 e_homo_ev=-7.8 lumo_ev=0.712 mol_weight_g_mol=284.31 gap_ev=8.496
O 2.077 -2.406 0.723 -3.67 1.11 0.43
O -2.245 -2.460 -0.492 -1.16 0.63 -0.17
O 0.715 4.244 -2.995 0.11 1.54 -1.53
C 0.848 -2.125 0.827 3.34 -0.16 -0.45
C -1.353 -2.077 0.210 -1.13 -0.71 0.89
C -0.472 -0.015 3.808 -1.08 1.32 1.51
C -1.799 0.091 3.622 1.13 -1.46 -2.27
C 1.990 2.462 -2.072 2.39 -1.15 2.48
C -0.130 2.126 -3.054 -1.20 -1.66 -0.27
C 2.068 1.092 -1.735 -1.51 1.24 0.05
C -0.067 0.775 -2.681 -3.11 0.54 -1.62
C 0.869 2.935 -2.683 0.09 1.19 -0.66
C 0.961 0.224 -2.008 2.91 2.03 0.00
N -0.054 -2.301 -0.215 -0.70 1.47 1.64
N 1.230 -1.087 -1.782 0.07 -0.89 1.75
C 0.199 -2.110 -1.618 5.03 -1.77 -0.27
C -0.778 0.680 1.639 2.13 0.05 -2.64
C 0.221 -0.106 2.471 0.99 0.95 1.00
C -1.928 -0.159 2.049 -2.14 0.57 -0.32
C 0.125 -1.560 2.069 -1.77 -1.52 -1.00
C -1.428 -1.592 1.672 1.17 0.15 0.33
H 0.308 4.256 -3.900 0.52 0.33 1.38
H -0.047 0.165 4.792 0.44 -0.36 -0.26
H -2.617 0.263 4.300 0.02 -0.18 0.18
H 2.809 3.130 -1.661 -1.16 -0.68 -0.96
H -0.954 2.575 -3.663 0.53 -0.82 0.79
H 2.869 0.695 -1.119 0.24 0.18 -0.30
H -0.965 0.234 -2.988 0.42 -0.47 0.20
H 1.915 -1.170 -0.973 -0.93 -0.26 -1.76
H 0.883 -2.931 -1.933 -1.37 -0.45 0.06
H -0.650 -2.096 -2.249 -0.90 0.43 -0.13
H -0.833 1.741 1.927 0.09 -0.50 -0.23
H -0.323 0.556 0.573 -1.56 0.50 1.12
H 1.184 0.343 2.352 0.91 -0.01 0.59
H -2.924 0.094 1.608 0.79 -0.31 0.39
H 0.315 -2.256 2.882 0.27 0.19 0.15
H -2.016 -2.232 2.296 -0.19 -1.05 -0.08

40
Properties=species:S:1:pos:R:3:forces:R:3 method="wB97M-V/def2-TZVPD" max_force_ev_per_a=0.8 charge=+1 e_tot_ev=-32753.649 e_homo_ev=-12.4 lumo_ev=-4.967 mol_weight_g_mol=509.40 gap_ev=7.388
Pt 0.124 0.292 0.249 0.12 0.44 0.70
N 2.197 0.343 0.194 -0.08 -0.14 0.05
C 2.857 -0.363 1.339 -0.05 -0.13 -0.13
C 2.066 -0.161 2.618 0.01 -0.04 -0.07
C 0.889 -1.133 2.633 -0.30 -0.07 -0.07
O 0.618 -1.793 3.598 0.08 0.00 0.14
O 0.197 -1.267 1.496 0.41 -0.12 -0.31
H 2.520 -0.101 -0.664 -0.15 0.06 -0.07
H 2.526 1.302 0.142 0.07 -0.04 0.18
H 3.897 -0.047 1.397 -0.04 0.09 0.12
H 2.838 -1.423 1.085 0.15 0.02 -0.02
H 1.703 0.868 2.693 0.02 0.01 0.02
H 2.679 -0.355 3.494 -0.02 -0.07 -0.01
O -6.585 -4.305 0.032 0.03 -0.01 0.00
C -5.246 -4.405 0.097 0.00 -0.04 0.01
O -4.720 -5.478 0.127 0.00 0.02 -0.01
C -4.441 -3.129 0.127 0.02 0.00 0.00
C -3.065 -3.266 0.226 0.04 0.02 0.01
C -2.234 -2.159 0.257 -0.16 0.04 -0.07
C -2.785 -0.885 0.192 -0.07 0.06 0.05
C -4.168 -0.735 0.067 0.01 -0.10 0.02
C -4.984 -1.850 0.044 0.01 0.02 0.00
N -1.920 0.268 0.193 -0.17 -0.08 0.21
C -2.411 1.452 0.181 0.01 -0.15 -0.24
C -1.523 2.565 -0.081 0.08 0.39 0.13
C -1.977 3.872 -0.145 0.07 -0.06 0.01
C -1.070 4.888 -0.398 0.00 0.03 0.00
C 0.262 4.561 -0.578 -0.01 0.01 0.00
C 0.643 3.231 -0.517 0.04 -0.07 -0.06
N -0.222 2.246 -0.281 -0.16 -0.13 -0.50
H -6.880 -3.390 0.037 -0.03 0.02 0.01
H -2.647 -4.261 0.283 -0.02 -0.01 -0.01
H -1.174 -2.302 0.353 0.12 0.05 0.03
H -4.642 0.229 -0.039 0.00 -0.03 0.00
H -6.049 -1.680 -0.056 0.00 -0.01 -0.01
H -3.470 1.648 0.292 0.02 0.00 -0.08
H -3.026 4.084 0.006 -0.02 -0.01 0.03
H -1.398 5.917 -0.450 0.00 0.01 0.00
H 1.007 5.318 -0.772 0.00 0.00 -0.01
H 1.674 2.951 -0.677 -0.01 0.02 -0.06

Repeat the first record exactly.
42
Properties=species:S:1:pos:R:3:forces:R:3 method="wB97M-V/def2-TZVPD" smiles="Cc1ccc(OCC(=O)c2cc(C)n(CC(F)(F)F)c2C)c([N+](=O)[O-])n1" max_force_ev_per_a=1.5 e_tot_ev=-37661.838 e_homo_ev=-8.4 lumo_ev=-0.432 mol_weight_g_mol=371.31 gap_ev=7.987
C -1.640 -3.978 -1.098 -0.04 -0.07 0.01
C -2.075 -2.691 -0.477 -0.12 0.04 0.23
N -1.833 -1.584 -1.137 -0.01 0.27 -0.10
C -2.185 -0.400 -0.654 -0.37 -1.07 0.91
C -2.739 -0.227 0.623 -0.01 -0.59 -0.49
C -3.058 -1.430 1.294 0.10 0.28 -0.30
C -2.747 -2.649 0.754 0.09 0.24 -0.12
H -2.999 -3.562 1.269 -0.02 -0.10 0.09
H -3.535 -1.342 2.258 -0.02 0.03 0.12
O -2.962 0.867 1.361 -0.09 -0.15 0.09
C -2.556 2.179 1.037 -0.18 1.04 -0.20
H -2.871 2.777 1.897 0.11 -0.08 -0.12
H -3.088 2.551 0.149 0.15 -0.09 0.40
C -1.069 2.462 0.779 -0.13 -0.18 0.09
O -0.761 3.596 0.480 -0.23 0.07 0.03
C -0.134 1.349 0.811 0.72 -0.05 -0.13
C 0.910 1.197 -0.090 -0.43 0.34 0.10
N 1.468 -0.028 0.129 -0.01 0.19 0.04
C 0.839 -0.645 1.191 -0.40 -0.15 0.43
C -0.151 0.182 1.628 0.39 -0.10 0.00
H -0.786 0.008 2.473 -0.14 -0.14 0.14
C 1.206 -2.004 1.669 0.11 0.08 -0.04
H 0.556 -2.273 2.496 -0.05 -0.05 0.03
H 2.237 -2.046 2.013 0.04 -0.10 0.03
H 1.073 -2.743 0.877 0.01 -0.13 0.00
C 2.514 -0.601 -0.662 0.47 -0.04 -0.10
H 2.415 -1.690 -0.689 0.02 0.18 -0.06
H 2.464 -0.211 -1.683 0.02 -0.13 0.16
C 3.914 -0.290 -0.120 0.06 -0.10 -0.08
F 4.110 -0.770 1.114 -0.18 -0.11 0.22
F 4.178 1.018 -0.069 -0.17 0.26 -0.03
F 4.852 -0.847 -0.901 -0.07 -0.15 -0.25
C 1.327 2.095 -1.192 0.03 0.03 -0.15
H 2.391 2.316 -1.142 0.06 0.04 -0.02
H 1.098 1.643 -2.159 0.07 0.03 -0.05
H 0.779 3.029 -1.109 0.03 -0.02 -0.05
N -1.964 0.650 -1.619 0.33 0.47 -0.51
O -1.012 0.544 -2.357 -0.02 0.12 -0.14
O -2.782 1.549 -1.660 -0.21 0.14 -0.10
H -2.509 -4.582 -1.353 -0.02 -0.12 -0.05
H -1.075 -3.773 -2.001 0.04 -0.03 -0.04
H -1.029 -4.549 -0.402 0.07 -0.11 0.01